Density functional theory data (ωB97M-V/def2-TZVPD) for a structure of composition C28H54ClOPSiV at a distorted geometry.

The geometry in ORCA input format:
```
! RIJCOSX wB97M-V def2-TZVPD def2/J DEFGRID3
* xyz -1 3
V 2.564 0.926 1.735
Cl 1.047 0.135 3.221
P -0.791 -0.333 -0.503
C -1.857 -1.244 0.786
H -2.289 -0.454 1.399
H -1.055 -1.686 1.407
C 1.021 -0.230 -0.141
C -1.659 1.263 -0.315
C 1.843 0.412 -1.255
H 1.016 0.433 0.764
C 3.255 0.691 -0.727
H 1.910 -0.267 -2.122
H 1.388 1.339 -1.629
C 3.928 -0.543 -0.121
H 3.878 1.022 -1.570
H 3.247 1.575 -0.033
C 3.049 -1.350 0.828
H 4.194 -1.205 -0.939
H 4.881 -0.275 0.374
C 1.668 -1.555 0.207
H 3.489 -2.344 0.960
H 2.977 -0.947 1.867
H 1.813 -2.183 -0.683
H 1.036 -2.143 0.883
C -1.069 -1.180 -2.086
C -3.095 1.092 -0.828
H -1.689 1.412 0.784
C -3.944 2.314 -0.468
H -3.085 0.962 -1.921
H -3.573 0.192 -0.407
C -3.305 3.610 -0.966
H -4.947 2.193 -0.890
H -4.050 2.359 0.629
C -1.840 3.753 -0.529
H -3.351 3.633 -2.063
H -3.884 4.471 -0.607
C -1.000 2.522 -0.893
H -1.400 4.648 -0.984
H -1.810 3.894 0.563
H -0.908 2.436 -1.983
H 0.023 2.652 -0.492
C -0.243 -2.470 -2.164
H -2.147 -1.451 -2.044
C -0.553 -3.318 -3.400
H 0.811 -2.180 -2.235
H -0.373 -3.089 -1.266
C -0.493 -2.479 -4.702
H 0.148 -4.125 -3.467
H -1.548 -3.760 -3.281
C -1.210 -1.116 -4.575
H 0.561 -2.300 -4.936
H -0.907 -3.058 -5.510
C -0.827 -0.319 -3.329
H -1.020 -0.514 -5.460
H -2.294 -1.300 -4.532
H 0.241 -0.038 -3.379
H -1.387 0.620 -3.299
C 1.186 -5.226 1.175
C -2.755 -2.183 0.485
H 2.028 -4.769 0.691
C -2.975 -3.344 1.343
H -3.345 -2.130 -0.445
C -2.012 -3.613 2.564
H -3.917 -3.197 1.872
H -3.078 -4.227 0.675
C -0.940 -4.678 2.508
H -1.563 -2.664 2.905
H -2.677 -3.931 3.370
C 0.450 -4.361 1.957
H -0.811 -4.889 3.610
H -1.383 -5.593 2.121
H 0.815 -3.335 2.023
H 1.137 -5.166 2.504
C 3.437 4.493 4.091
Si 2.572 4.008 2.500
C 0.708 3.859 2.758
C 2.862 5.301 1.167
O 3.257 2.576 2.053
H 3.061 5.443 4.496
H 4.520 4.591 3.902
H 3.307 3.709 4.855
H 0.307 4.809 3.150
H 0.169 3.625 1.838
H 0.468 3.068 3.488
H 2.271 5.095 0.260
H 2.588 6.306 1.533
H 3.924 5.321 0.879
*
```

highest occupied orbital energy (spin up / spin down): -1.96 / -1.05 eV
energy above the lowest of the compared OMol25 structures with the same formula, charge and spin: 111.4 kcal/mol
expectation value of S²: 2.088
F_max: 5.41 eV/A
gap between HOMO and LUMO (spin up / spin down): 4.368 / 3.453 eV
calculated total energy: -87331.3892 eV
lowest unoccupied orbital energy (spin up / spin down): 2.4 / 2.4 eV